No. 1
DFT (the ωB97M-V functional and the def2-TZVPD basis) results for a structure of composition C5H13N3 in a non-equilibrium geometry.

Output
Lowest unoccupied orbital energy, eV: 0.893
Energy above the lowest of the compared OMol25 structures with the same formula, charge and spin, kcal/mol: 87.7
HOMO level, Ha: -0.2445

Each line ends with the Löwdin charge.
Cartesian coordinates (Å):
C -0.200 0.647 -1.070  -0.219
C -0.627 -1.577 0.584  -0.034
C -1.492 1.260 -0.609  -0.098
C -0.270 -0.269 -2.264  -0.104
C 0.292 -0.773 1.224  -0.519
N 1.940 0.889 1.179  0.025
N 0.550 -0.936 2.573  0.099
N 0.798 0.302 0.572  -0.090
H 0.531 1.424 -1.275  0.098
H 2.793 0.620 0.687  0.082
H 1.843 1.898 1.148  0.079
H 1.280 -0.308 2.889  0.067
H 0.638 -1.892 2.880  0.088
H -0.456 -1.899 -0.427  0.011
H -1.287 -2.209 1.169  0.031
H 0.629 -0.882 -2.364  0.084
H -1.137 -0.931 -2.235  0.073
H -1.802 2.046 -1.313  0.084
H -1.363 1.724 0.371  0.081
H -2.298 0.528 -0.543  0.074
H -0.361 0.339 -3.176  0.088

No. 2
DFT (the ωB97M-V functional and the def2-TZVPD basis) results for a structure of composition C31H42BrCl3InN4O6SSi in a non-equilibrium geometry.

Output
Charge: +1
Lowest unoccupied orbital energy (spin up / spin down), eV: -3.309 / -3.136
Energy above the lowest of the compared OMol25 structures with the same formula, charge and spin, kcal/mol: 744.8
HOMO level (spin up / spin down), Ha: -0.3107 / -0.3271

Each line ends with the Löwdin charge.
Cartesian coordinates (Å):
In -0.211 0.065 -0.245  0.650
C 4.068 -1.360 -2.468  -0.013
O 3.578 -0.039 -2.735  -0.006
C 2.321 0.237 -2.407  -0.580
O 1.586 -0.537 -1.805  -0.051
N 1.971 1.435 -2.937  0.023
N 0.710 1.982 -2.702  0.031
H 4.558 -1.701 -3.375  0.102
H 3.248 -2.024 -2.205  0.092
H 4.789 -1.305 -1.655  0.082
H 2.706 1.987 -3.354  0.168
H 0.187 2.020 -3.569  0.096
H 0.785 2.922 -2.327  0.093
O 3.490 5.549 1.122  0.213
C 2.987 4.378 1.240  -0.199
O 3.380 3.364 0.026  0.061
C 2.268 3.696 2.216  -0.419
C 1.952 4.051 3.652  0.073
C 1.183 2.854 4.228  0.069
C 0.903 2.225 3.013  -0.543
C 2.218 0.896 1.787  -0.436
C 2.433 2.457 0.393  -0.570
N -0.554 1.952 2.701  -0.021
C -1.256 1.043 3.392  -0.089
C -2.280 0.240 2.811  -0.271
C -3.220 -0.409 3.636  -0.018
C -4.240 -1.128 3.061  -0.055
C -4.316 -1.197 1.671  -0.062
C -3.323 -0.589 0.929  -0.149
N -2.314 0.104 1.460  0.033
H 3.128 6.172 1.773  0.168
H 2.269 4.946 4.164  0.096
H 0.786 2.685 5.212  0.109
H 3.356 0.612 0.204  0.136
H 1.991 2.255 -0.580  0.077
H -1.003 0.892 4.436  0.125
H -3.147 -0.309 4.711  0.116
H -4.979 -1.622 3.679  0.114
H -5.122 -1.716 1.173  0.109
H -3.338 -0.655 -0.153  0.083
C -2.521 -5.226 -5.062  -0.040
C -3.614 -4.942 -4.018  -0.557
C -4.762 -4.171 -4.685  -0.048
C -4.156 -6.273 -3.496  -0.059
C -2.983 -4.104 -2.908  -0.168
C -2.669 -2.771 -3.122  -0.079
C -1.997 -2.072 -2.144  -0.502
Br -1.729 -0.204 -2.462  0.947
C -1.522 -2.608 -0.932  -0.359
O -0.669 -1.955 -0.137  -0.234
C -2.009 -3.907 -0.645  -0.069
C -2.683 -4.604 -1.649  0.021
C -1.952 -4.618 0.722  -0.521
C -1.211 -5.956 0.588  -0.038
C -3.400 -4.867 1.178  -0.031
C -1.262 -3.820 1.826  -0.051
H -2.926 -5.820 -5.884  0.089
H -1.695 -5.780 -4.611  0.090
H -2.124 -4.295 -5.470  0.082
H -5.283 -4.818 -5.392  0.087
H -4.399 -3.304 -5.237  0.074
H -5.481 -3.826 -3.940  0.094
H -4.646 -6.809 -4.310  0.088
H -4.893 -6.119 -2.705  0.093
H -3.358 -6.913 -3.117  0.085
H -2.940 -2.259 -4.035  0.105
H -3.003 -5.610 -1.418  0.094
H -1.712 -6.635 -0.102  0.078
H -1.157 -6.452 1.560  0.089
H -0.195 -5.796 0.223  0.090
H -3.926 -5.551 0.512  0.081
H -3.954 -3.928 1.201  0.071
H -3.408 -5.300 2.181  0.090
H -0.202 -3.746 1.607  0.045
H -1.387 -4.345 2.775  0.096
H -1.676 -2.816 1.926  0.077
C 2.179 -2.740 2.175  -0.227
S 2.752 -1.475 1.023  1.008
C 4.517 -1.674 1.291  -0.246
O 2.411 -0.333 2.252  -0.335
H 2.688 -2.660 3.133  0.070
H 2.375 -3.705 1.706  0.076
H 1.109 -2.602 2.293  0.035
H 4.717 -1.703 2.359  0.071
H 5.015 -0.831 0.829  0.038
H 4.808 -2.609 0.808  0.068
Cl -1.894 2.665 -0.245  0.238
Si -0.078 2.425 0.817  -0.176
Cl 1.707 2.312 1.714  0.711
Cl -0.012 4.653 0.782  0.318

No. 3
DFT (the ωB97M-V functional and the def2-TZVPD basis) results for a structure of composition C29H49AlCl4CsFI3N3O15PS in a non-equilibrium geometry.

Output
Charge: +1
Lowest unoccupied orbital energy, eV: -4.133
HOMO level, Ha: -0.2397

Each line ends with the Löwdin charge.
Cartesian coordinates (Å):
C 3.195 -3.377 0.500  -0.226
C 2.166 -2.296 0.437  -0.767
I 1.257 -1.966 2.303  1.035
C 1.878 -1.602 -0.655  -0.560
I 3.047 -2.117 -2.347  1.226
C 0.801 -0.457 -0.785  -0.447
O 0.834 0.472 0.255  -0.098
C 1.875 1.416 0.061  -0.162
C 3.303 0.956 0.298  -0.348
C 4.140 2.124 0.944  -0.379
O 3.912 0.363 -0.855  -0.145
O 1.228 0.239 -1.951  -0.190
C 0.246 0.929 -2.671  -0.738
Cl -0.582 2.221 -1.798  0.911
C 0.930 1.641 -3.877  -0.195
S 2.716 1.658 -3.903  0.662
O 3.004 2.445 -5.039  -0.492
O 3.194 2.228 -2.656  -0.365
C -0.700 -0.144 -3.259  -0.313
C 0.087 -1.187 -4.023  -0.064
N -1.449 -0.724 -2.110  -0.127
P -2.517 -2.182 -2.754  1.063
C -3.126 -1.671 -4.402  -0.251
C -4.060 -2.303 -1.780  -0.245
C -0.586 -1.199 -0.961  -0.159
C -1.543 -1.252 0.245  -0.148
C -1.868 -2.688 0.606  -0.782
O -1.801 -3.620 -0.114  0.017
I -2.593 -3.102 2.664  0.767
H 4.157 -2.954 0.246  0.061
H 3.002 -4.143 -0.234  0.055
H 3.246 -3.810 1.485  0.040
H 1.734 2.178 0.818  0.125
H 1.802 1.966 -0.857  0.082
H 3.242 0.206 1.076  0.119
H 4.424 2.914 0.151  -0.401
H 5.113 1.670 1.310  0.046
H 3.627 2.553 1.813  0.091
H 4.381 1.061 -1.297  -0.004
H 0.548 1.268 -4.813  0.119
H 0.688 2.692 -3.869  0.092
H 3.179 0.402 -4.133  0.046
H -1.347 0.395 -3.934  0.132
H 0.230 -2.061 -3.405  0.036
H -0.440 -1.521 -4.901  0.082
H 1.072 -0.857 -4.299  0.043
H -2.130 0.013 -1.822  0.103
H -3.236 -0.596 -4.534  -0.002
H -2.498 -2.133 -5.146  0.030
H -4.115 -2.088 -4.515  0.050
H -4.063 -3.196 -1.175  0.029
H -4.269 -1.410 -1.221  0.013
H -4.882 -2.384 -2.474  0.049
H -0.340 -2.223 -1.194  0.111
H -1.199 -0.778 1.148  0.055
H -2.498 -0.775 0.036  0.116
C -0.882 2.642 5.582  -0.028
C 0.213 3.461 4.955  -0.326
C 0.437 3.178 3.488  -0.090
O 1.825 3.501 3.334  0.040
C 2.424 3.307 4.542  -0.558
O 3.591 3.288 4.717  0.181
O 1.493 3.128 5.511  0.096
H -1.030 2.937 6.622  0.090
H -1.817 2.785 5.039  0.088
H -0.609 1.583 5.579  0.086
H 0.036 4.524 5.131  0.165
H -0.176 3.801 2.840  0.147
H 0.288 2.128 3.221  0.137
F -3.610 -7.295 4.066  0.046
C -2.378 -7.729 3.718  -0.286
C -1.877 -8.871 4.305  -0.015
C -0.614 -9.311 3.940  -0.077
C 0.130 -8.603 3.007  -0.092
C -0.392 -7.453 2.433  -0.080
C -1.659 -7.013 2.785  -0.038
H -2.470 -9.405 5.035  0.120
H -0.210 -10.209 4.386  0.108
H 1.116 -8.948 2.729  0.103
H 0.187 -6.898 1.708  0.103
H -2.091 -6.125 2.345  0.050
Cl 2.030 4.219 -6.654  -0.638
O -3.826 0.971 -5.514  -0.406
H -3.890 1.276 -6.402  -0.454
Cs 5.811 3.092 -0.338  1.690
N -4.301 1.332 -2.457  -0.594
O -3.142 1.675 -2.761  -0.129
O -5.217 1.482 -3.233  0.025
O -4.478 0.829 -1.296  -0.135
Al -3.492 1.122 -8.029  0.997
O 6.574 10.256 -2.398  0.061
C 6.982 9.405 -1.633  -0.268
C 6.679 7.769 -2.560  -0.263
O 7.069 6.879 -1.817  -0.010
H 6.443 9.204 -0.685  0.121
H 8.064 9.315 -1.422  0.125
H 7.205 7.938 -3.517  0.130
H 5.603 7.829 -2.810  0.130
C -6.408 1.390 1.397  -1.003
Cl -4.817 1.148 2.160  0.443
Cl -7.252 -0.141 1.193  0.521
H -6.999 2.036 2.033  0.024
H -6.246 1.836 0.424  0.020
N -4.146 -0.892 5.737  0.334
H -4.446 0.013 5.366  0.142
H -3.410 -0.754 6.431  0.158
H -4.942 -1.364 6.171  0.164
H -3.791 -1.464 4.966  0.050

No. 4
DFT (the ωB97M-V functional and the def2-TZVPD basis) results for a structure of composition C57H52Ge2N5O2PPbSSe2 in a non-equilibrium geometry.

Output
Charge: +1
Lowest unoccupied orbital energy (spin up / spin down), eV: -4.248 / -4.533
⟨S²⟩: 0.77
Energy above the lowest of the compared OMol25 structures with the same formula, charge and spin, kcal/mol: 32.7
HOMO level (spin up / spin down), Ha: -0.3468 / -0.3490
2S+1: 2

Each line ends with the Löwdin spin population.
Cartesian coordinates (Å):
Pb -0.057 -0.024 -1.058  0.018
O 0.969 3.803 -3.248  0.050
C 0.981 2.798 -2.557  0.023
N -0.090 2.206 -1.978  0.144
C -1.331 2.731 -2.141  0.127
C -1.610 4.107 -2.166  0.008
C -2.884 4.550 -2.421  0.095
C -3.927 3.639 -2.641  0.068
C -3.697 2.289 -2.585  0.028
C -2.404 1.791 -2.331  0.119
N -2.095 0.481 -2.240  0.182
C -2.842 -0.489 -2.822  0.025
O -3.666 -0.329 -3.706  0.064
C -2.555 -1.870 -2.307  0.000
C -3.291 -2.925 -2.833  0.001
C -3.089 -4.200 -2.335  0.000
C -2.171 -4.371 -1.311  0.001
C -1.473 -3.264 -0.853  0.000
N -1.648 -2.047 -1.347  0.002
C 2.252 2.034 -2.381  0.000
C 3.302 2.295 -3.253  0.001
C 4.470 1.566 -3.131  0.000
C 4.562 0.630 -2.112  0.001
C 3.474 0.463 -1.274  -0.001
N 2.333 1.125 -1.412  0.001
H -0.807 4.811 -2.016  -0.002
H -3.091 5.608 -2.453  0.004
H -4.918 4.003 -2.861  0.002
H -4.498 1.588 -2.752  -0.001
H -4.000 -2.717 -3.618  0.000
H -3.636 -5.040 -2.738  0.000
H -1.986 -5.340 -0.878  0.000
H -0.743 -3.360 -0.059  0.000
H 3.169 3.054 -4.006  0.000
H 5.293 1.724 -3.813  0.000
H 5.448 0.027 -1.979  0.000
H 3.513 -0.231 -0.447  0.000
Se 1.078 -1.348 -3.186  0.021
P 2.032 -2.622 -1.635  0.003
Se 1.706 -2.064 0.429  0.016
C 3.816 -2.749 -2.018  0.000
C 4.225 -2.767 -3.346  0.001
C 5.564 -2.943 -3.641  0.000
C 6.490 -3.095 -2.620  0.000
C 6.079 -3.041 -1.299  0.000
C 4.741 -2.875 -0.992  0.000
C 1.438 -4.341 -1.837  0.000
C 0.799 -4.734 -3.003  0.000
C 0.337 -6.032 -3.122  0.000
C 0.514 -6.933 -2.084  0.000
C 1.155 -6.536 -0.920  0.000
C 1.614 -5.239 -0.791  0.000
H 3.494 -2.618 -4.132  0.001
H 5.885 -2.962 -4.670  0.000
H 7.531 -3.249 -2.855  0.000
H 6.805 -3.131 -0.507  0.000
H 4.406 -2.832 0.037  0.000
H 0.657 -4.017 -3.802  0.000
H -0.165 -6.333 -4.028  0.000
H 0.142 -7.942 -2.180  0.000
H 1.296 -7.236 -0.111  0.000
H 2.093 -4.911 0.124  0.000
C -0.172 4.279 4.129  -0.001
Ge -1.159 2.921 3.024  -0.001
C -1.424 1.458 4.365  0.000
C -2.785 3.877 2.337  0.000
Ge 0.689 2.473 1.273  -0.006
C 2.246 1.400 1.945  -0.001
C 3.549 1.619 1.511  0.000
C 4.597 0.856 1.997  0.000
C 4.359 -0.137 2.933  0.000
C 3.072 -0.342 3.405  0.000
C 2.028 0.425 2.918  0.000
C 1.206 4.157 0.325  0.000
C 2.354 4.376 -0.430  0.000
C 2.600 5.612 -0.999  0.000
C 1.716 6.660 -0.806  0.000
C 0.574 6.461 -0.048  0.000
C 0.318 5.217 0.497  0.000
H -0.763 4.480 5.019  0.000
H -0.002 5.223 3.620  0.000
H 0.784 3.882 4.462  0.000
H -2.325 1.663 4.935  0.000
H -0.582 1.484 5.051  0.000
H -1.503 0.466 3.936  0.000
H -3.649 3.640 2.951  0.000
H -3.014 3.627 1.305  0.000
H -2.615 4.950 2.398  0.000
H 3.757 2.395 0.792  0.000
H 5.600 1.031 1.634  0.000
H 5.173 -0.745 3.300  0.000
H 2.884 -1.101 4.152  0.000
H 1.029 0.268 3.297  0.000
H 3.065 3.584 -0.602  0.000
H 3.479 5.759 -1.609  0.000
H 1.910 7.626 -1.246  0.000
H -0.121 7.273 0.111  0.000
H -0.598 5.056 1.053  0.000
N -2.020 0.837 1.010  -0.002
S -2.975 -0.431 0.747  0.002
C -2.232 -1.685 1.826  0.000
C -0.992 -1.447 2.378  0.000
C -0.427 -2.378 3.233  0.000
C -1.090 -3.563 3.496  0.000
C -2.316 -3.819 2.904  0.000
C -2.895 -2.876 2.075  0.000
C -4.452 -0.251 1.821  0.001
C -5.512 -1.123 1.641  0.000
C -6.594 -1.050 2.503  0.000
C -6.618 -0.099 3.512  0.000
C -5.564 0.788 3.663  0.000
C -4.477 0.712 2.808  0.000
H -2.220 1.498 0.264  0.001
H -0.484 -0.530 2.129  0.000
H 0.536 -2.184 3.680  0.000
H -0.649 -4.290 4.158  0.000
H -2.821 -4.757 3.081  0.000
H -3.860 -3.072 1.642  0.000
H -5.494 -1.842 0.835  0.000
H -7.422 -1.733 2.387  0.000
H -7.458 -0.052 4.188  0.000
H -5.589 1.526 4.453  0.000
H -3.639 1.387 2.885  0.000

Number 2 is which compound? C31H42BrCl3InN4O6SSi